Entry 1:
54
Properties=species:S:1:pos:R:3 method="wB97M-V/def2-TZVPD" multiplicity=1 orbital_gap_ev=8.31 fmax_ha_per_bohr=0.0148 relative_energy_kj_mol=170.7
H 2.8262 -0.1189 1.3613
H -0.8130 -1.6380 3.0130
H -0.6253 1.6102 -1.3503
C 2.0082 -0.8217 1.3483
C -0.6807 1.3967 -0.2781
H 2.7179 1.1407 3.1983
H -2.0563 0.4259 1.0851
O 2.0948 3.4857 2.0748
C 0.9728 -0.7324 2.2760
O 0.8473 0.2295 3.2280
H -0.7019 1.7265 2.3289
H -4.1787 3.8728 -0.9774
H -0.4200 3.4753 2.3251
H -3.1798 -0.9791 -0.6426
C 2.5437 -3.0503 -4.5138
C 0.9749 -2.7653 0.3597
C -2.2010 -0.5480 -0.8319
H 2.2032 -5.5381 -2.2485
H 2.8113 -1.8834 -0.3131
C -2.0214 0.7030 0.0154
H -2.1361 -0.2928 -1.8863
H 2.9504 -2.8569 -5.4955
H 1.4052 1.9252 4.1011
O -3.1007 1.5770 -0.2650
H 1.7185 1.8349 1.0481
H 1.7365 4.0250 2.7896
C -1.6898 3.4974 0.1539
C 2.6587 -4.3117 -3.9518
H -4.2185 4.5668 0.6536
H -1.4351 -1.2788 -0.5860
C 1.8981 -2.0385 -3.8210
C -0.0344 -1.7025 2.2694
C -0.1653 2.5398 1.8186
C 1.3501 2.3000 1.9658
H -3.0550 2.5558 1.5467
C -4.2180 3.6419 0.0835
C -3.0178 2.7884 0.4660
C 2.1322 -4.5590 -2.6983
C 0.9317 -3.8495 -0.6490
H -5.1351 3.0953 0.2833
C -0.0241 -2.7097 1.3337
H 0.8656 -1.4899 -2.0301
O 0.4421 -4.9344 -0.4031
C 1.5065 -3.5396 -1.9845
H 0.1394 0.7288 -0.0112
C 1.3840 -2.2764 -2.5595
C 1.9993 -1.8236 0.3964
C 1.6497 1.3868 3.1792
H 3.1540 -5.1029 -4.4947
H 1.7948 -1.0600 -4.2665
H -1.6724 3.7451 -0.9123
N -0.5285 2.6658 0.4184
H -1.6094 4.4230 0.7261
H -0.7988 -3.4615 1.3235

---

Entry 2:
57
Properties=species:S:1:pos:R:3 method="wB97M-V/def2-TZVPD" multiplicity=1 orbital_gap_ev=8.28 total_charge=+1 fmax_ha_per_bohr=0.0639 relative_energy_kj_mol=13.0
H 0.3702 5.1323 0.3818
C 2.9921 4.1537 -0.3430
H 5.0205 -0.7548 -0.1293
H 6.1782 3.4846 -1.1341
C -3.5855 -1.0741 0.0924
H -0.5028 -6.2030 -0.9750
N -1.7981 0.1833 1.0290
C 4.2882 4.4000 -0.6872
C 2.5192 2.9553 0.1282
C 2.4517 -0.1527 -1.2463
C -2.6178 1.2167 1.1567
N -0.0847 -1.8464 0.7979
H -6.3515 0.5434 -0.7183
H 4.0686 -1.8122 0.9113
C -2.2524 -0.9450 0.5140
H 4.5614 5.4195 -0.9791
H 2.9990 -0.7818 -1.9175
C 3.4648 1.9076 0.1930
H 2.3322 5.0195 -0.4292
C 5.1849 3.3436 -0.7629
H 4.8956 -0.4520 1.6936
H 1.7921 -2.5948 0.9673
P 2.8676 0.1875 0.4739
C -0.9108 -4.4209 0.1886
C -1.3478 -2.0867 0.5458
H 0.4560 4.5030 2.0627
O -2.4676 -5.7365 -0.8787
C 0.1634 4.2828 1.0447
P 0.7052 2.6821 0.4755
C 4.3513 -0.7957 0.7072
H -6.8838 -1.8687 -0.5695
H -1.2896 -6.5606 0.5003
C -4.4771 -0.0450 0.2568
Li 0.2462 0.2495 1.2537
C 0.4186 -4.1367 0.5348
H -1.1489 2.5772 -1.1810
C -1.2373 -5.7819 -0.2761
H -0.9152 4.2304 1.1703
H -4.6313 1.9895 1.0518
H 2.3315 0.8168 -1.7993
H 1.1460 -4.9518 0.3699
O -6.0788 -1.4357 -0.6962
H -2.2413 2.0983 1.6178
H 0.2149 1.7720 -1.7816
H -2.8899 -3.5266 -0.0660
C -0.0448 2.6893 -1.2327
C -3.9907 1.1277 0.8061
H 0.3824 3.5338 -1.7526
H -2.7636 -6.6764 -0.9976
C 4.7740 2.0986 -0.3039
C 0.7479 -2.8314 0.7769
H -3.9413 -1.9754 -0.3402
C -5.9538 -0.1958 -0.0444
H 1.4542 -0.5974 -1.3565
C -1.8453 -3.4091 0.1887
H 5.4410 1.2413 -0.2048
H -6.5672 -0.1904 0.9123

---

Entry 3:
57
Properties=species:S:1:pos:R:3 method="wB97M-V/def2-TZVPD" multiplicity=1 orbital_gap_ev=9.12 fmax_ha_per_bohr=0.0138 relative_energy_kj_mol=50.0
O -1.2275 -0.9508 1.6679
H 1.8649 2.7072 3.8483
C 1.6506 -2.6036 4.0078
H 2.1256 -1.2904 -0.0246
H -0.9119 1.2417 -5.0773
C 0.5737 2.4637 2.0956
H 1.2201 3.1441 0.1700
H 2.7413 4.9105 2.3258
O -0.8075 1.0034 -1.8021
H -2.2782 -6.1678 -1.4947
C 0.7229 4.7735 1.5042
H 1.9002 -2.5360 5.0514
C 1.2951 -0.9797 0.6238
H -0.2974 2.5825 2.7468
C 0.4855 0.2910 -3.6748
H 1.2257 1.0278 -3.9847
C 1.7655 4.5201 2.6107
H 2.7019 2.5870 2.2936
C -0.9107 0.7209 -4.1233
H -3.1086 -2.2219 -3.0311
N 0.0691 -1.1817 -0.1584
N 0.6409 1.0593 1.7494
H -3.0444 -4.7675 -3.5757
H 1.0805 5.4856 0.7623
C 0.4471 3.4028 0.8926
C -2.7841 -4.3570 -2.6166
H -0.6160 -1.6537 -2.0657
C -1.3250 1.6213 -2.9632
H 1.4693 5.0157 3.5352
C -2.4439 -2.6936 -1.0404
H -3.2191 -1.2646 0.3295
C 1.3203 -1.8263 1.8554
H -2.4053 1.7178 -2.8384
H 1.9886 -0.5132 3.4205
C 0.2340 -1.1627 -1.5939
H -2.4596 -0.5621 -1.1083
S 0.9335 -3.5141 1.7295
O 2.4852 1.0944 0.4162
H -0.8889 2.6237 -3.0798
C -1.1288 -1.1420 0.4641
H 1.1316 -4.7247 3.8251
H -1.5748 -0.1420 -4.1876
S -2.0535 -4.1413 -0.1702
C -2.8141 -2.9754 -2.3209
C 1.2579 -3.7491 3.4000
C 1.6925 -1.5024 3.1222
C -2.3918 -5.1040 -1.5554
C -2.3836 -1.3626 -0.3711
H -0.1104 0.4502 2.0627
C 1.8287 2.9971 2.7990
H 1.2317 0.7556 -1.6684
H 0.7739 -0.6809 -4.0694
H -0.5260 3.3326 0.4089
H -0.1948 5.1742 1.9380
C 0.3682 0.2718 -2.1398
C 1.5415 0.5188 0.9264
H 1.1383 -1.7234 -1.8471

---

Entry 4:
59
Properties=species:S:1:pos:R:3 method="wB97M-V/def2-TZVPD" multiplicity=1 orbital_gap_ev=8.60 fmax_ha_per_bohr=0.0159 relative_energy_kj_mol=13.4
H -5.8755 -2.2947 -0.3430
H 5.3390 -3.8282 1.5324
H 3.4200 -2.5491 2.4715
C 0.7687 2.8523 1.6617
H -5.2277 -2.2966 -2.0009
H 2.6264 1.4901 0.1021
H 0.8744 4.8037 0.7777
C -3.9229 0.7022 0.6483
C 4.5083 -3.5387 0.8959
C 2.8284 -1.1425 -0.4242
H 4.5188 -1.4741 1.5546
H 1.7289 1.9029 -1.3589
H -5.8843 1.7815 -1.0179
H -6.7702 -1.4683 -1.6477
C 4.0807 0.6764 -2.1114
H 0.2029 3.5652 -0.2819
C 3.8620 2.0747 -1.5517
C 1.4071 -2.3737 1.0722
H 3.2057 0.3096 -2.6437
H 4.7174 2.3545 -0.9324
S 4.4294 -0.5489 -0.8054
C -1.8729 -0.1960 1.6021
C -2.7444 -2.5661 -0.9988
O -3.2969 -2.9928 -1.9787
C 3.8210 -2.3121 1.4831
C -2.8394 0.7879 1.5232
H -6.4196 2.7959 0.3471
H -2.7968 1.6578 2.1592
H 3.1335 3.8350 0.5335
H 0.0284 -0.3360 -2.4654
O -5.1619 -0.4634 -1.0075
N 1.8494 -0.8063 -1.2106
C 2.3541 3.5979 -0.1943
H -0.1672 3.0986 2.1571
H 4.9562 0.6480 -2.7593
C -1.9933 -1.2669 0.7479
H 2.4403 4.3137 -1.0158
C -1.0614 -2.4228 0.5539
C 2.5782 2.1883 -0.7345
H 3.8052 -4.3659 0.8409
H -6.6684 1.0347 0.3983
H 1.5785 2.9705 2.3786
O -1.6377 -3.1616 -0.5145
N 2.6861 -1.9051 0.6733
C 0.3352 -1.9770 0.2084
C -5.7803 -1.7131 -1.2644
O 1.2989 -3.0338 2.0864
O -4.7535 1.7772 0.7302
H 0.7202 1.8092 1.3581
C -5.9978 1.8304 0.0660
C 0.9809 3.7645 0.4586
O -0.3665 -0.8235 -1.7288
H 3.8200 2.7692 -2.3949
H 4.8888 -3.3273 -0.1006
C -3.0449 -1.3764 -0.1639
H -1.0559 -0.1253 2.3020
C -4.0642 -0.4151 -0.2089
H -0.9919 -3.0724 1.4368
C 0.6025 -1.2186 -0.9011

---

Entry 5:
57
Properties=species:S:1:pos:R:3 method="wB97M-V/def2-TZVPD" multiplicity=1 orbital_gap_ev=7.48 fmax_ha_per_bohr=0.0294 relative_energy_kj_mol=578.7
H -1.1651 1.5576 -2.9707
H 1.6282 -3.3175 -0.1132
C 1.0538 2.3442 -1.5677
O -3.7291 -0.5562 1.0873
C 2.8988 -0.2565 0.4422
C -0.2241 -1.1708 1.7045
H 0.2699 -0.3136 -1.5552
C 5.0578 0.8500 1.1819
C -5.2533 -2.4047 0.5913
H 6.0558 1.1642 0.8409
H 0.4926 -0.9294 2.4768
C -2.0918 -1.8082 -0.2356
C 0.1757 -1.9259 0.6047
H 2.9040 -0.4753 1.5150
C -4.8075 -0.9789 0.2798
H -5.6141 -0.2804 0.5201
C 1.9244 0.9025 0.1855
C -2.4791 -1.0475 0.8612
C -0.7746 2.6557 0.1666
N 1.7937 1.1328 -1.2421
H 2.3049 1.8138 0.6495
N 2.5177 -1.4728 -0.2540
C -2.7459 1.7453 -1.5304
H 4.2996 0.7957 -0.8304
H 4.5074 1.7388 1.4970
C -3.1488 2.1008 -0.2784
H 2.0457 -2.5530 1.4285
H -5.5199 -2.4837 1.6422
H 1.8407 -2.1308 -2.1030
H -1.8368 -0.1452 2.6804
C -0.3902 2.3007 -1.1477
C 1.6112 -2.3726 0.4406
C -1.5250 -0.7326 1.8306
H -3.4731 1.3886 -2.2456
H -6.1191 -2.6594 -0.0139
H 0.9561 0.6627 0.6487
H -0.5030 -2.8371 -1.2072
H -4.4558 -3.1146 0.3858
H 4.8777 -0.7672 -0.2230
H 5.5825 -0.7836 2.0904
C -0.7803 -2.2385 -0.3502
H 3.1952 -0.9897 -2.1360
H 1.2374 0.1446 -2.9796
O 5.1669 0.0508 2.3364
H 1.1195 2.4857 -2.6508
C 4.3294 0.1412 0.0397
C -1.3965 1.8417 -1.9538
O -0.9440 3.2903 2.1820
H 1.5537 3.1759 -1.0656
N -0.0758 3.1174 1.1878
H -4.1721 2.0447 0.0503
H -2.7953 -2.0774 -1.0082
C 1.2823 -0.0515 -1.9043
H -4.5633 -0.8699 -0.7847
C -2.1488 2.5581 0.5993
N -2.1922 2.9629 1.8550
C 2.2419 -1.2220 -1.6506

---

Entry 6:
57
Properties=species:S:1:pos:R:3 method="wB97M-V/def2-TZVPD" multiplicity=1 orbital_gap_ev=8.02 fmax_ha_per_bohr=0.0260 relative_energy_kj_mol=452.2
C -2.2284 -1.0262 -0.8033
H 4.9950 -0.4085 1.6191
O 2.5138 4.2185 0.7823
H -7.5105 -1.1934 3.1633
H -5.3119 -1.6485 2.1532
H 2.8786 -1.6438 2.2337
C 6.6423 -1.3717 0.6716
C -6.2067 -2.0394 1.6636
H -2.6552 -1.5863 -1.6427
H 2.4698 -3.0555 1.2543
C -3.2816 -0.9085 0.3180
H -2.8372 -0.3561 1.1566
N 2.7122 0.1574 0.1995
C 1.5871 0.8563 -0.0281
H -7.3076 -0.1826 1.7284
C -4.0749 1.1394 -0.6539
C -5.6868 -0.6474 -0.3761
O -6.5232 0.0419 -0.9283
H -3.5597 -1.9004 0.6649
C -3.0199 0.9956 -1.7565
N -1.8545 0.2896 -1.2686
C 5.3018 -1.0629 0.8163
H 6.4435 -3.3920 -2.0240
C -7.4118 -1.2058 2.0803
C 4.3606 -1.5847 -0.0633
N 2.6350 3.0079 0.6676
H 7.3639 -0.9556 1.3584
C 7.0584 -2.2106 -0.3482
H -1.3662 -1.5688 -0.4233
H -6.3457 -3.0710 1.9962
C -0.7439 2.3492 -0.5898
C -6.0191 -2.0348 0.1410
H -3.6759 1.7358 0.1742
H 4.0640 -2.8367 -1.7738
H 0.3845 4.0374 0.0358
C 6.1268 -2.7379 -1.2250
C 1.5549 2.2680 0.1708
H 8.1050 -2.4515 -0.4595
C 0.3793 2.9707 -0.1287
H -3.4470 0.3996 -2.5711
H -4.9819 1.6059 -1.0403
H -6.9605 -2.3226 -0.3300
H 1.2861 -1.7570 1.4816
H 2.3579 -1.6405 -0.7839
C 2.8912 -1.2714 0.1013
H 0.4420 -0.8154 -0.6655
C -0.7531 0.9472 -0.7746
H -2.7381 1.9644 -2.1631
H -1.6231 2.9411 -0.7768
C 4.7862 -2.4246 -1.0829
H -8.3239 -1.6172 1.6549
O 3.6781 2.4259 0.9881
C 0.4142 0.2460 -0.4899
H -5.2572 -2.7566 -0.1574
N -4.4293 -0.1776 -0.1591
H 3.4912 0.7023 0.5628
C 2.3425 -1.9803 1.3503

---

Entry 7:
58
Properties=species:S:1:pos:R:3 method="wB97M-V/def2-TZVPD" multiplicity=1 orbital_gap_ev=9.15 fmax_ha_per_bohr=0.0202 relative_energy_kj_mol=19.4
N -1.5174 1.7970 -0.8894
H -0.7340 1.9167 2.5257
N -0.3640 -0.6991 2.4666
C 0.0697 4.3082 0.9510
O -2.1355 -0.7987 0.1284
H -2.5150 2.0271 4.6067
C -1.3327 -1.2607 -0.6778
O 1.4916 -1.9962 2.4787
C 4.1485 -3.5020 -3.5216
H 1.1142 0.2400 3.5443
N -0.3454 -2.0906 -0.3020
C 2.8360 -1.8460 -2.1758
H -2.2277 0.1697 6.0143
H -0.4640 -0.9080 -2.6272
C -2.3225 0.1958 -2.5035
H 3.9189 -4.3341 -4.1824
S 0.0991 3.8702 -1.5578
C -0.7950 2.8703 -0.4422
C -1.4481 -1.0177 -2.1736
H -0.1922 2.1843 4.1850
H 0.2154 4.6955 1.9425
C 2.9552 -3.1254 -2.6994
C 0.7673 -2.4139 -1.1310
H 2.0319 -5.0559 -2.8156
H -1.9706 1.1987 -0.2029
C -2.1047 1.1734 4.0701
C 0.3751 -1.7457 2.0739
H -2.5758 0.1879 -3.5632
C 1.9591 -4.0533 -2.4216
H 0.1049 0.0145 5.7210
C -1.9387 -0.0540 4.9884
C -0.4574 -0.4438 4.9076
C -0.3351 -2.6422 1.0425
C 1.7586 -1.4643 -1.3872
H 1.2366 5.6558 -0.3144
H 1.0242 0.0049 0.0055
H 1.3071 0.6134 -1.6302
C 1.6798 -0.0638 -0.8594
H -3.2342 0.1624 -1.9056
C 0.0254 0.1484 3.5768
C 0.5964 4.8069 -0.1927
H -1.9048 -1.9180 -2.5960
C -0.7053 1.4846 3.5250
H 0.1001 -4.4206 -1.4269
C -1.5471 1.4582 -2.2085
H -1.3721 -2.7952 1.3553
H 4.9663 -3.8047 -2.8673
H 4.4907 -2.6590 -4.1171
H 3.6090 -1.1190 -2.3801
H -1.2877 -0.5745 2.0731
O -0.9568 2.1065 -3.0483
H 2.6693 0.2802 -0.5682
H -0.3004 -1.5203 4.9494
H 0.1929 -3.5969 1.0133
C 0.8756 -3.6999 -1.6422
N -0.7158 3.2120 0.7992
H -2.5670 -0.8754 4.6433
H -2.7875 0.9465 3.2510

---

Entry 8:
62
Properties=species:S:1:pos:R:3 method="wB97M-V/def2-TZVPD" multiplicity=3 orbital_gap_ev="9.23 / 5.98" total_charge=+1 fmax_ha_per_bohr=0.0105 s2=2.048
H -0.9432 -3.9936 2.9610
N 1.6804 -0.5329 1.6039
H 0.2221 0.7997 3.4102
F -0.4236 1.9965 -1.2039
C -1.0399 0.9284 -4.5870
H 4.5610 -3.8229 0.2160
C 1.4228 -1.5912 2.3888
C 3.9458 -1.7413 0.1713
F -0.6714 -2.0715 1.3599
B -1.8243 2.1283 -0.7178
H 6.4049 1.8348 1.8521
C 2.0598 -3.0120 4.2645
C 5.2864 0.1745 1.0912
H -2.3661 -0.7775 -5.0111
H 4.4560 2.8630 2.9489
C -2.4469 -1.6818 -2.2804
C 0.8873 -3.7628 4.0985
H -1.9814 -1.8901 -1.3249
N -1.6294 -0.7443 -3.0362
H 2.7557 -3.2583 5.0554
H -2.5700 -2.6138 -2.8354
C 1.0085 1.3041 3.9767
C 5.4337 1.3569 1.7910
H 1.5500 0.5610 4.5657
S 0.6878 -1.1572 -1.6543
H 2.8932 -2.0079 0.0815
H 0.4764 2.3365 1.4528
C 3.0782 1.3440 2.3663
N 0.0658 0.4270 -3.7540
C 4.3369 1.9307 2.4084
F -2.6804 2.1271 -1.8047
C 4.4768 -1.5185 -1.2494
H 0.4743 3.6505 2.6017
H -3.4201 -1.2298 -2.1094
C 2.3271 -1.9588 3.4357
H 3.9907 -0.6608 -1.7179
H 4.2778 -2.4011 -1.8654
C -0.3658 -0.4342 -2.8382
H 2.4640 2.8212 3.7129
H -1.2894 1.9510 -4.3110
H 0.5056 1.9775 4.6735
H 1.7794 3.5284 1.4036
Au 0.3650 0.3631 0.2702
F -1.9196 3.2249 0.0934
H 5.7497 -2.7089 0.9074
C 1.1365 2.9600 2.0760
H -0.7779 0.8920 -5.6396
H 5.5558 -1.3478 -1.2505
C 4.0559 -0.4660 1.0051
C -2.1679 -0.0497 -4.2231
H 0.6855 -4.6027 4.7520
H 4.3001 -3.1337 1.8219
H 0.9451 0.9016 -3.6509
H 3.2274 -1.3706 3.5621
C 4.6796 -2.9211 0.8229
F -1.9692 0.9004 0.0437
C 1.9460 2.1125 3.0672
C -0.0279 -3.4351 3.1028
H -3.0875 0.4574 -3.9614
C 0.2299 -2.3733 2.2834
H 6.1465 -0.2691 0.6012
C 2.9612 0.1225 1.6719

---

no.,electronic energy (eV)
1,-32931.83777
2,-49121.81885
3,-54062.35151
4,-49369.55896
5,-35368.30665
6,-35369.61793
7,-46209.12781
8,-56545.77335